Entry from the Open Molecules 2025 dataset: a single C8H6N2O molecule at a distorted geometry (ωB97M-V with the def2-TZVPD basis set).

- DFT total energy: -493.10528 Ha
- Net charge: 0
- Relative energy (zero: lowest compared OMol25 entry of this formula, charge and spin): 311.5 kJ/mol
- HOMO energy (alpha / beta): -7.5 / -7.5 eV
- SMILES: C1=Nc2cc3n(c2=C1)COC=3
- E_LUMO (alpha / beta): -0.70 / -0.70 eV
- Gap between HOMO and LUMO (alpha / beta): 6.8 / 6.8 eV

CARTESIAN COORDINATES (ANGSTROEM)
C -3.0234 0.1643 0.0168
N -2.7388 -1.1179 0.0122
C -1.3743 -1.1684 0.0207
C -0.3435 -2.0693 -0.0009
C 0.8395 -1.2866 0.0113
N 0.5220 0.0763 0.0360
C -0.8254 0.2015 0.0384
C -1.8883 1.0498 0.0327
C 1.7037 0.8773 0.0110
O 2.7814 -0.0536 0.0373
C 2.2988 -1.3127 0.0155
H -4.0507 0.4879 0.0008
H -0.3829 -3.1397 -0.0297
H -1.9198 2.1206 0.0457
H 1.7831 1.4811 -0.9115
H 1.7825 1.5507 0.8812
H 2.9914 -2.1248 -0.0046


Entry from the Open Molecules 2025 dataset: 2 unconnected molecules or ions with the total composition C32H37N4O2 at a distorted geometry (ωB97M-V with the def2-TZVPD basis set).

- DFT total energy: -1610.79446 Ha
- Net charge: +1
- Relative energy (zero: lowest compared OMol25 entry of this formula, charge and spin): 197.3 kJ/mol
- HOMO energy: -10.8 eV
- E_LUMO: -3.69 eV
- Gap between HOMO and LUMO: 7.1 eV

CARTESIAN COORDINATES (ANGSTROEM)
C -4.3969 2.3100 -5.8887
O -4.7352 2.2824 -4.4770
C -3.7622 1.9821 -3.5907
C -4.0945 2.0476 -2.2209
C -3.1905 1.6078 -1.2859
C -1.8977 1.1227 -1.5794
C -1.0395 0.5950 -0.5506
C 0.1684 -0.0377 -0.8613
C 0.9703 -0.6805 0.0707
N 1.9797 -1.4909 -0.3113
C 2.7114 -2.2740 0.6896
C 3.3587 -1.3918 1.7668
C 4.2395 -2.1632 2.7241
C 5.5426 -1.7161 2.9494
C 6.3858 -2.4320 3.7981
C 5.9117 -3.5754 4.4532
C 4.5918 -4.0002 4.2531
C 3.7506 -3.2941 3.3876
C 3.7077 -3.0490 -0.1518
O 4.5477 -3.8556 0.2510
N 3.5016 -2.7011 -1.4556
C 4.2828 -3.3110 -2.5021
C 2.3716 -1.8098 -1.7187
C 1.2697 -2.5640 -2.4841
C 2.8547 -0.5892 -2.5342
C -1.5218 1.2066 -2.9525
C -2.4586 1.5191 -3.9442
H -5.2799 2.7439 -6.3580
H -3.5120 2.9366 -6.0624
H -4.2160 1.2948 -6.2679
H -5.0813 2.4077 -1.9459
H -3.4488 1.7082 -0.2406
H -1.4782 0.3851 0.4400
H 0.4664 -0.1150 -1.9076
H 0.8424 -0.5502 1.1465
H 1.9880 -2.9679 1.1644
H 3.9624 -0.6140 1.2628
H 2.5510 -0.8901 2.3370
H 5.8791 -0.8179 2.4246
H 7.4114 -2.0944 3.9357
H 6.5703 -4.1311 5.1209
H 4.2119 -4.8877 4.7575
H 2.7195 -3.6146 3.2100
H 5.0778 -3.9087 -2.0466
H 3.6504 -3.9514 -3.1340
H 4.7184 -2.5253 -3.1314
H 1.1806 -3.5900 -2.1026
H 0.2992 -2.0785 -2.3584
H 1.5261 -2.5827 -3.5511
H 3.7499 -0.1412 -2.0823
H 3.0706 -0.8981 -3.5661
H 2.1055 0.2038 -2.5812
H -0.4808 1.0284 -3.2372
H -2.2034 1.3925 -4.9944
C -6.6137 1.3378 2.5757
C -5.5983 1.1841 3.5399
C -4.2816 1.5382 3.2398
C -3.9737 2.1293 2.0040
C -2.5478 2.5357 1.7729
N -1.5993 2.0906 0.9457
C -0.4438 2.9903 1.0035
C -0.7049 3.8685 2.2345
N -2.0848 3.5476 2.5285
C -5.0371 2.4662 1.1214
C -6.3343 1.9999 1.3661
H -7.6301 0.9911 2.7778
H -5.8472 0.7766 4.5262
H -3.4725 1.3244 3.9469
H 0.4885 2.3976 1.0583
H -0.4130 3.6499 0.1054
H -0.0622 3.5504 3.0567
H -0.5632 4.9414 2.0403
H -2.6251 3.9836 3.2622
H -4.8571 3.0480 0.2079
H -7.1287 2.1692 0.6200


Entry from the Open Molecules 2025 dataset: a molecular structure, C2H8O2Sn at a distorted geometry (ωB97M-V with the def2-TZVPD basis set).

- DFT total energy: -445.43937 Ha
- Net charge: +1
- HOMO energy (alpha / beta): -11.9 / -14.8 eV
- Multiplicity: 2
- E_LUMO (alpha / beta): -5.47 / -5.32 eV
- Gap between HOMO and LUMO (alpha / beta): 6.4 / 9.5 eV

CARTESIAN COORDINATES (ANGSTROEM)
Sn -1.9023 0.6721 1.0065
C -1.7586 -1.9914 -1.9988
O -1.0063 -1.3237 -0.9921
H -2.7574 -1.5604 -1.9292
H -1.3908 -1.6172 -2.9541
H -1.6936 -3.0780 -1.9426
H -0.0700 -1.3579 -1.2013
C 1.9312 1.5452 1.9414
O 0.8214 1.7461 1.0691
H 1.9694 2.3196 2.7075
H 1.8729 0.5008 2.2481
H 2.8999 1.6028 1.4450
H 1.0842 2.5417 0.6004


Entry from the Open Molecules 2025 dataset: 2 unconnected molecules or ions with the total composition C8H17N2 at a distorted geometry (ωB97M-V with the def2-TZVPD basis set).

- DFT total energy: -424.16161 Ha
- Net charge: +1
- Relative energy (zero: lowest compared OMol25 entry of this formula, charge and spin): 402.3 kJ/mol
- HOMO energy: -12.8 eV
- E_LUMO: -3.44 eV
- Gap between HOMO and LUMO: 9.3 eV

CARTESIAN COORDINATES (ANGSTROEM)
C 2.0296 1.3936 0.5730
C -0.2036 -1.4073 1.3357
C -0.0019 -2.0962 0.0686
C -0.8009 -0.8684 0.2774
C 1.3506 -1.9384 -0.7015
C -1.6627 1.4471 0.6590
C -1.8413 0.3320 -1.7538
C -1.8075 0.1899 -0.1824
N 1.6764 0.7738 1.6803
N 1.4116 1.2406 -0.5997
H -0.1085 -1.3757 2.3819
H 2.9589 1.9837 0.5965
H -0.4230 -3.1341 -0.1179
H 2.2499 -1.3114 -0.3076
H 1.1476 -1.6032 -1.6978
H 1.7145 -2.9476 -0.6198
H -0.7843 1.4448 1.3857
H -2.6491 1.4101 1.1888
H -1.6376 2.4084 0.0584
H -0.9748 0.7673 -2.1008
H -2.6634 1.0396 -2.0676
H -2.0958 -0.5639 -2.2528
H -2.7583 -0.1912 0.2568
H 2.3511 0.9747 2.3516
H 1.0011 -0.0272 1.6923
H 1.8263 1.6306 -1.4683
H 0.6949 0.4282 -0.6359


Entry from the Open Molecules 2025 dataset: a single C4H7NO molecule at a distorted geometry (ωB97M-V with the def2-TZVPD basis set).

- DFT total energy: -286.55872 Ha
- Net charge: 0
- Relative energy (zero: lowest compared OMol25 entry of this formula, charge and spin): 191.5 kJ/mol
- HOMO energy: -10.0 eV
- SMILES: [H]/N=C1/CCCO1
- E_LUMO: 0.85 eV
- Gap between HOMO and LUMO: 10.8 eV

CARTESIAN COORDINATES (ANGSTROEM)
H 2.6830 0.9347 0.7615
N 2.2252 0.0314 0.8166
C 1.0796 0.0768 0.2884
C 0.1543 -1.1081 0.2980
C -1.1031 -0.3628 -0.0590
C -0.7962 0.9214 -0.7984
O 0.6015 1.0896 -0.5410
H 0.5404 -1.8970 -0.3467
H 0.0277 -1.5443 1.3008
H -1.0826 0.1623 1.0162
H -1.9075 -0.9716 -0.5272
H -1.4009 1.7258 -0.3395
H -1.0214 0.9416 -1.8697


Entry from the Open Molecules 2025 dataset: a single C5H11BO2 molecule at a distorted geometry (ωB97M-V with the def2-TZVPD basis set).

- DFT total energy: -372.47089 Ha
- Net charge: 0
- Relative energy (zero: lowest compared OMol25 entry of this formula, charge and spin): 94.2 kJ/mol
- HOMO energy: -9.6 eV
- SMILES: C=CB(O)OC(C)C
- E_LUMO: 0.55 eV
- Gap between HOMO and LUMO: 10.1 eV

CARTESIAN COORDINATES (ANGSTROEM)
C -1.6711 1.2352 2.4964
C -0.3988 0.8288 2.5100
B 0.3398 0.1759 1.3507
O 1.6435 -0.2334 1.4592
O -0.3640 0.0377 -0.0100
C 0.3793 -0.1359 -1.1634
C 0.8189 -1.6452 -1.4108
C -0.4923 0.3431 -2.3606
H -2.2560 1.6580 3.2257
H -2.2888 1.0788 1.5596
H 0.3265 1.1417 3.2824
H 2.0286 0.0777 2.2732
H 1.3006 0.3363 -0.9755
H 0.6326 -1.8804 -2.4435
H 1.8127 -1.6848 -1.1949
H 0.2910 -2.3865 -0.8340
H -1.3545 -0.4711 -2.4466
H 0.2023 0.2654 -3.1717
H -0.9505 1.2587 -2.1460